[1]
Below is a cluster of 3 separate species, C17H38N2O5PS in total in a non-equilibrium geometry, with properties calculated with wB97M-V/def2-TZVPD.

Last columns: bonded neighbours and bond lengths (Å).
Geometry (Å):
1 C -1.8158 -2.0652 3.9419  C2 1.331, H17 1.087, H18 1.085
2 C -1.4014 -2.0217 2.6776  C1 1.331, C3 1.516, H19 1.086
3 C -0.6547 -0.8314 2.1088  C2 1.516, C4 1.602, H20 1.092, H21 1.097
4 C -1.5639 -0.0355 1.0571  C3 1.602, C5 1.533, O8 1.415, C15 1.556
5 C -1.1364 -0.6150 -0.2967  C4 1.533, O6 1.434, H22 1.099, H23 1.093
6 O -1.5081 0.1645 -1.4418  C5 1.434, C7 1.409
7 C -0.3854 0.3639 -2.2691  O6 1.409, H24 1.091, H25 1.102, H26 1.091
8 O -2.9025 -0.4192 1.3098  C4 1.415, P9 1.764
9 P -3.6733 0.7950 2.3305  O8 1.764, C10 1.932, O14 1.739, H27 1.467, H28 1.460, H29 1.450
10 C -5.2230 0.8768 1.1790  P9 1.932, C11 1.549, H30 1.094, H31 1.092
11 C -4.9404 0.8417 -0.3438  C10 1.549, C12 1.547, H32 1.087, H33 1.097
12 C -5.1948 -0.5953 -0.8559  C11 1.547, S13 1.828, H34 1.090, H35 1.089
13 S -4.5022 -0.8910 -2.5210  C12 1.828, H36 1.347
14 O -2.7850 1.9939 1.4376  P9 1.739, C15 1.406
15 C -1.4772 1.5020 1.2764  C4 1.556, O14 1.406, C16 1.526, H37 1.104
16 C -0.6163 2.3421 0.3378  C15 1.526, H38 1.092, H39 1.090, H40 1.091
17 H -2.6934 -2.6439 4.2171  C1 1.087
18 H -1.3492 -1.4931 4.7366  C1 1.085
19 H -1.6038 -2.8330 1.9844  C2 1.086
20 H -0.4717 -0.1657 2.9551  C3 1.092
21 H 0.2976 -1.1300 1.6544  C3 1.097
22 H -1.6511 -1.5817 -0.3830  C5 1.099
23 H -0.0621 -0.8103 -0.3429  C5 1.093
24 H -0.6415 0.9804 -3.1318  C7 1.091
25 H 0.0211 -0.5928 -2.6338  C7 1.102
26 H 0.4179 0.8835 -1.7438  C7 1.091
27 H -4.2590 1.8750 3.1322  P9 1.467
28 H -4.3309 -0.2837 3.0630  P9 1.460
29 H -2.6388 0.7164 3.3431  P9 1.450
30 H -5.8476 0.0189 1.4464  C10 1.094
31 H -5.7732 1.7825 1.4419  C10 1.092
32 H -3.9295 1.1514 -0.5980  C11 1.087
33 H -5.6944 1.4652 -0.8407  C11 1.097
34 H -6.2732 -0.7521 -0.8949  C12 1.090
35 H -4.7468 -1.2988 -0.1557  C12 1.089
36 H -4.3312 0.3755 -2.9463  S13 1.347
37 H -1.0061 1.6576 2.2630  C15 1.104
38 H 0.3789 1.9037 0.2386  C16 1.092
39 H -1.0882 2.4315 -0.6404  C16 1.090
40 H -0.5180 3.3288 0.7932  C16 1.091
41 C 3.4556 1.4843 -2.5847  O42 1.218, N43 1.353, H46 1.090
42 O 2.3369 1.9646 -2.5436  C41 1.218
43 N 3.8720 0.6182 -3.5368  C41 1.353, C44 1.447, C45 1.452
44 C 5.2033 0.0521 -3.5363  N43 1.447, H47 1.094, H48 1.093, H49 1.086
45 C 2.9428 0.2497 -4.5899  N43 1.452, H50 1.091, H51 1.091, H52 1.088
46 H 4.2117 1.7119 -1.8333  C41 1.090
47 H 5.7261 0.3225 -4.4585  C44 1.094
48 H 5.1480 -1.0379 -3.4691  C44 1.093
49 H 5.7648 0.4255 -2.6851  C44 1.086
50 H 2.6281 1.1383 -5.1395  C45 1.091
51 H 2.0527 -0.2139 -4.1611  C45 1.091
52 H 3.4224 -0.4487 -5.2725  C45 1.088
53 C 4.6270 0.2760 0.8554  O54 1.220, N55 1.342, H58 1.101
54 O 5.0013 0.4504 -0.2931  C53 1.220
55 N 4.2760 -0.9128 1.3697  C53 1.342, C56 1.451, C57 1.453
56 C 3.8176 -1.0572 2.7387  N55 1.451, H59 1.092, H60 1.091, H61 1.088
57 C 4.3510 -2.0872 0.5181  N55 1.453, H62 1.091, H63 1.091, H64 1.087
58 H 4.5257 1.1070 1.5706  C53 1.101
59 H 4.4789 -1.7341 3.2840  C56 1.092
60 H 2.8039 -1.4609 2.7531  C56 1.091
61 H 3.8151 -0.0898 3.2358  C56 1.088
62 H 5.3748 -2.2296 0.1686  C57 1.091
63 H 3.7077 -1.9564 -0.3531  C57 1.091
64 H 4.0313 -2.9632 1.0763  C57 1.087

Charge: -1
Kohn-Sham gap: 6.0 eV
Largest force on an atom: 0.04106 hartree/bohr
Electronic energy: -51584.9361 eV
Relative energy (zero: lowest compared OMol25 entry of this formula, charge and spin): 0.0 kJ/mol
E_LUMO: 2.2 eV

Results of the Mulliken charge analysis, in e, for atoms 1 through 5: atom 1 (C): -0.763, atom 2 (C): -0.138, atom 3 (C): -1.253, atom 4 (C): 2.396, atom 5 (C): -1.665


[2]
Below is a cluster of 2 separate species, C17H38N4O8PS in total in a non-equilibrium geometry, with properties calculated with wB97M-V/def2-TZVPD.

Last columns: bonded neighbours and bond lengths (Å).
Geometry (Å):
1 C -5.6839 -0.7520 -5.6880  C2 1.640, H22 1.174, H23 1.189, H24 1.170
2 C -5.3983 0.8633 -5.6795  C1 1.640, O3 1.471, H25 1.194, H26 1.189
3 O -4.2010 1.2900 -6.4194  C2 1.471, C4 1.470
4 C -2.9564 0.8020 -5.8074  O3 1.470, C5 1.664, H27 1.181, H28 1.187
5 C -2.6830 1.5319 -4.3370  C4 1.664, O6 1.469, H29 1.170, H30 1.194
6 O -1.3320 1.3065 -3.8052  C5 1.469, C7 1.484
7 C -1.3408 1.1053 -2.3352  O6 1.484, P8 1.949, O10 1.502, C15 1.638
8 P -1.8035 -0.7608 -2.0185  C7 1.949, N9 1.641, H31 1.441, H32 1.447
9 N -1.9386 -1.5112 -3.4715  P8 1.641, H33 1.045
10 O 0.1361 1.0357 -2.0737  C7 1.502, S11 1.704
11 S 0.3562 1.4004 -0.4235  O10 1.704, O12 1.562, O13 1.549, O14 1.740
12 O -0.0279 0.2874 0.6028  S11 1.562
13 O 1.6501 2.1446 -0.0088  S11 1.549
14 O -0.9161 2.5860 -0.3777  S11 1.740, C15 1.501
15 C -1.9988 2.2460 -1.3607  C7 1.638, O14 1.501, C16 1.637, O19 1.501
16 C -3.2300 1.8752 -0.3475  C15 1.637, C17 1.637, H34 1.193, H35 1.194
17 C -4.6288 1.4251 -1.0682  C16 1.637, N18 1.513, H36 1.170, H37 1.194
18 N -5.3661 2.5270 -1.7972  C17 1.513, H38 1.065, H39 1.044
19 O -2.2590 3.6131 -1.9235  C15 1.501, N20 1.367
20 N -1.0609 4.2456 -1.7424  O19 1.367, O21 1.241
21 O -0.5358 4.4359 -2.8509  N20 1.241
22 H -4.7782 -1.4145 -6.0326  C1 1.174
23 H -6.5453 -0.9396 -6.4862  C1 1.189
24 H -6.1163 -1.0964 -4.6566  C1 1.170
25 H -6.3254 1.3706 -6.2350  C2 1.194
26 H -5.4535 1.2772 -4.5666  C2 1.189
27 H -2.8815 -0.3736 -5.7178  C4 1.181
28 H -2.0616 1.1364 -6.5115  C4 1.187
29 H -3.4613 1.0627 -3.6005  C5 1.170
30 H -2.8170 2.7161 -4.4139  C5 1.194
31 H -2.9806 -0.8743 -1.1956  P8 1.441
32 H -0.7066 -1.3871 -1.3132  P8 1.447
33 H -2.9056 -1.9050 -3.5170  N9 1.045
34 H -2.8729 1.1057 0.4909  C16 1.193
35 H -3.4751 2.8752 0.2571  C16 1.194
36 H -4.5500 0.5127 -1.7967  C17 1.170
37 H -5.3554 1.0714 -0.1890  C17 1.194
38 H -6.2537 2.0628 -2.1581  N18 1.065
39 H -4.8172 2.8211 -2.6347  N18 1.044
40 C 3.1702 1.7618 2.8159  C41 1.522, H50 1.091, H51 1.095, H52 1.094
41 C 2.6594 0.8621 3.9325  C40 1.522, C42 1.533, H53 1.093, H54 1.099
42 C 3.7247 0.0164 4.6389  C41 1.533, N43 1.555, H55 1.096, H56 1.097
43 N 4.1550 -1.2981 3.9287  C42 1.555, C44 1.536, C48 1.548, C49 1.526
44 C 2.9483 -2.2367 3.7835  N43 1.536, C45 1.523, H57 1.097, H58 1.094
45 C 3.3617 -3.6200 3.2973  C44 1.523, C46 1.521, H59 1.096, H60 1.096
46 C 4.3966 -4.2589 4.2107  C45 1.521, C47 1.520, H61 1.097, H62 1.097
47 C 5.6033 -3.3548 4.4060  C46 1.520, C48 1.525, H63 1.095, H64 1.096
48 C 5.2079 -1.9522 4.8564  N43 1.548, C47 1.525, H65 1.096, H66 1.097
49 C 4.7795 -0.9877 2.5715  N43 1.526, H67 1.093, H68 1.091, H69 1.091
50 H 3.3161 1.2179 1.8812  C40 1.091
51 H 2.4365 2.5477 2.6076  C40 1.095
52 H 4.1120 2.2467 3.0902  C40 1.094
53 H 1.8182 0.2612 3.5768  C41 1.093
54 H 2.2400 1.5303 4.6970  C41 1.099
55 H 3.3344 -0.2885 5.6171  C42 1.096
56 H 4.6361 0.6018 4.8110  C42 1.097
57 H 2.4677 -2.3011 4.7672  C44 1.097
58 H 2.2494 -1.7853 3.0738  C44 1.094
59 H 2.4761 -4.2637 3.2522  C45 1.096
60 H 3.7523 -3.5637 2.2744  C45 1.096
61 H 4.7182 -5.2197 3.7914  C46 1.097
62 H 3.9397 -4.4734 5.1847  C46 1.097
63 H 6.1904 -3.3144 3.4828  C47 1.095
64 H 6.2646 -3.7962 5.1604  C47 1.096
65 H 6.0793 -1.2882 4.8844  C48 1.096
66 H 4.7662 -1.9982 5.8591  C48 1.097
67 H 5.4637 -0.1426 2.6874  C49 1.093
68 H 3.9795 -0.7643 1.8636  C49 1.091
69 H 5.3284 -1.8566 2.2062  C49 1.091

Charge: +1
Kohn-Sham gap: 8.2 eV
Largest force on an atom: 0.14472 hartree/bohr
Electronic energy: -60691.3159 eV
E_LUMO: -2.6 eV

Results of the Mulliken charge analysis, in e, for atoms 1 through 5: atom 1 (C): -0.861, atom 2 (C): 0.211, atom 3 (O): -0.412, atom 4 (C): -0.446, atom 5 (C): 0.544


[3]
Below is a cluster of 3 separate species, C17H39BBrINO13PS3 in total, with properties calculated with wB97M-V/def2-TZVPD.

Last columns: bonded neighbours and bond lengths (Å).
Geometry (Å):
1 C 3.2640 2.1566 0.5050  C2 1.539, H25 1.091, H26 1.090, H27 1.091
2 C 3.0835 1.2368 -0.7154  C1 1.539, C3 1.539, H28 1.094, H29 1.090
3 C 2.0713 1.7308 -1.7635  C2 1.539, C4 1.536, H30 1.091, H31 1.090
4 C 0.6909 1.0570 -1.7313  C3 1.536, O5 1.422, H32 1.096, H33 1.090
5 O -0.3996 1.8723 -1.3214  C4 1.422, C6 1.440
6 C -0.6088 2.2107 0.0621  O5 1.440, B7 1.613, C10 1.532, C20 1.550
7 B -0.0001 3.6686 0.3874  C6 1.613, N8 1.403, O9 1.378
8 N 0.2496 4.5646 -0.6626  B7 1.403, H34 1.010, H35 1.008
9 O 0.2438 3.9270 1.7185  B7 1.378, H36 0.966
10 C -0.0661 1.1435 1.0180  C6 1.532, C11 1.521, H37 1.089, H38 1.090
11 C -0.6791 -0.2422 0.8882  C10 1.521, C12 1.524, O16 1.455, H39 1.092
12 C 0.1991 -1.3776 1.4016  C11 1.524, C13 1.525, H40 1.093, H41 1.093
13 C -0.0250 -2.6722 0.6278  C12 1.525, C14 1.511, H42 1.093, H43 1.092
14 C 0.6897 -3.8230 1.2969  C13 1.511, Br15 1.945, H44 1.086, H45 1.087
15 Br 0.5620 -5.4655 0.2623  C14 1.945
16 O -1.9035 -0.2603 1.6735  C11 1.455, S17 1.596
17 S -3.3109 -0.0305 0.9561  O16 1.596, O18 1.440, O19 1.655
18 O -3.5803 -1.1236 0.0579  S17 1.440
19 O -2.8217 1.1289 -0.1192  S17 1.655, C20 1.415
20 C -2.1503 2.3437 0.1576  C6 1.550, O19 1.415, O21 1.413, P22 1.920
21 O -2.5471 3.2098 -0.8862  C20 1.413, H46 0.973
22 P -2.8339 3.4320 1.5835  C20 1.920, O23 1.652, I24 2.471
23 O -4.3914 3.0482 1.1896  P22 1.652, H47 0.970
24 I -2.5997 2.3116 3.7728  P22 2.471
25 H 2.4964 2.9308 0.5399  C1 1.091
26 H 4.2289 2.6621 0.4772  C1 1.090
27 H 3.2146 1.6164 1.4512  C1 1.091
28 H 2.7905 0.2353 -0.3851  C2 1.094
29 H 4.0486 1.1017 -1.2028  C2 1.090
30 H 2.4828 1.5737 -2.7613  C3 1.091
31 H 1.9285 2.8069 -1.6660  C3 1.090
32 H 0.7446 0.1403 -1.1338  C4 1.096
33 H 0.3981 0.7495 -2.7351  C4 1.090
34 H -0.1532 4.3503 -1.5640  N8 1.010
35 H 0.3684 5.5548 -0.5126  N8 1.008
36 H 0.4509 4.8470 1.9302  O9 0.966
37 H 1.0100 1.0726 0.8630  C10 1.089
38 H -0.1918 1.4998 2.0409  C10 1.090
39 H -0.9589 -0.4440 -0.1485  C11 1.092
40 H 1.2482 -1.0775 1.3395  C12 1.093
41 H -0.0276 -1.5342 2.4595  C12 1.093
42 H 0.3330 -2.5595 -0.3984  C13 1.093
43 H -1.0944 -2.8857 0.5647  C13 1.092
44 H 0.2668 -4.0635 2.2677  C14 1.086
45 H 1.7542 -3.6387 1.4151  C14 1.087
46 H -3.4946 3.0534 -1.0395  O21 0.973
47 H -5.0360 3.4417 1.7987  O23 0.970
48 O 1.3812 -4.8597 6.3179  S49 1.433
49 S 2.0675 -5.6504 5.3400  O48 1.433, O50 1.431, O51 1.583, C54 1.757
50 O 1.8817 -5.3399 3.9553  S49 1.431
51 O 1.7483 -7.1802 5.5918  S49 1.583, C52 1.457
52 C 0.3445 -7.5546 5.7051  O51 1.457, C53 1.511, H55 1.090, H56 1.088
53 C -0.3293 -7.6598 4.3564  C52 1.511, H57 1.088, H58 1.091, H59 1.090
54 C 3.7858 -5.7076 5.7011  S49 1.757, H60 1.086, H61 1.088, H62 1.087
55 H -0.1468 -6.8344 6.3593  C52 1.090
56 H 0.3811 -8.5149 6.2143  C52 1.088
57 H -0.4203 -6.6881 3.8747  C53 1.088
58 H -1.3280 -8.0767 4.4929  C53 1.091
59 H 0.2356 -8.3160 3.6950  C53 1.090
60 H 3.9151 -5.9849 6.7433  C54 1.086
61 H 4.1702 -4.7070 5.5159  C54 1.088
62 H 4.2548 -6.4267 5.0350  C54 1.087
63 O -0.5209 2.4299 -7.5317  S64 1.433
64 S -0.6945 3.7587 -7.0253  O63 1.433, O65 1.431, O66 1.583, C69 1.758
65 O 0.3217 4.3111 -6.1820  S64 1.431
66 O -2.1053 3.8622 -6.3152  S64 1.583, C67 1.459
67 C -2.4548 2.8074 -5.3700  O66 1.459, C68 1.509, H70 1.090, H71 1.088
68 C -1.7465 2.9654 -4.0472  C67 1.509, H72 1.090, H73 1.090, H74 1.090
69 C -1.0162 4.8723 -8.3467  S64 1.758, H75 1.086, H76 1.088, H77 1.087
70 H -2.2393 1.8474 -5.8391  C67 1.090
71 H -3.5337 2.9061 -5.2727  C67 1.088
72 H -0.6747 2.7998 -4.1531  C68 1.090
73 H -2.1300 2.2423 -3.3277  C68 1.090
74 H -1.8988 3.9671 -3.6445  C68 1.090
75 H -1.8142 4.4655 -8.9611  C69 1.086
76 H -0.0909 4.9482 -8.9137  C69 1.088
77 H -1.2876 5.8374 -7.9278  C69 1.087

Kohn-Sham gap: 9.0 eV
Largest force on an atom: 0.00794 hartree/bohr
Electronic energy: -166985.2454 eV
E_LUMO: 0.2 eV

Results of the Mulliken charge analysis, in e, for atoms 1 through 5: atom 1 (C): -0.856, atom 2 (C): -0.608, atom 3 (C): -0.679, atom 4 (C): 0.000, atom 5 (O): -0.161


Which formula does entry 1 have?
C17H38N2O5PS


What is the electronic energy in the second record?
-60691.3159 eV